# 1
108
Properties=species:S:1:pos:R:3:lowdin_charge:R:1 method="wB97M-V/def2-TZVPD" lumo_energy_ev=-3.57 total_energy_ev=-72745.42216 spin_multiplicity=1 homo_lumo_gap_ev=7.0 homo_ev=-10.56 total_charge=+1
C 2.01 0.01 -1.15 0.093
C 1.26 -1.02 -1.52 -0.073
C 0.30 -1.96 -2.43 -0.181
N -0.96 -1.29 -2.87 -0.191
C -0.71 -0.14 -3.80 -0.128
C -1.93 0.92 -3.91 -0.241
C -1.63 2.18 -2.95 -0.123
C -2.05 3.53 -3.16 0.048
N -3.21 0.18 -3.61 -0.070
P -4.69 1.00 -4.19 0.760
O -4.40 2.34 -4.94 -0.268
O -5.89 1.17 -2.97 -0.119
O -5.42 -0.03 -5.40 -0.147
C -3.26 -0.22 -2.16 -0.221
O -4.34 -1.18 -1.90 0.033
B -4.80 -1.06 -0.50 -0.588
O -5.72 0.01 -0.09 0.113
O -4.42 -2.00 0.53 0.141
C -1.86 -0.94 -1.72 -0.072
H 2.73 0.81 -0.73 0.056
H -0.02 -2.84 -1.75 0.132
H 0.88 -2.45 -3.32 0.149
H -0.59 -0.60 -4.87 0.147
H 0.25 0.45 -3.61 0.135
H -2.01 1.32 -5.00 0.172
H -0.97 1.98 -2.01 0.121
H -2.27 4.18 -2.22 0.096
H -2.24 4.02 -4.21 0.098
H -3.16 -0.72 -4.15 0.191
H -6.58 0.46 -3.17 0.118
H -4.63 -0.37 -5.91 0.097
H -3.49 0.70 -1.51 0.173
H -5.36 0.88 -0.37 0.098
H -3.49 -2.31 0.42 0.105
H -1.31 -0.17 -1.05 0.138
H -2.00 -1.89 -1.09 0.144
C -8.34 -4.12 -3.64 -0.089
C -7.47 -3.21 -3.03 -0.096
C -7.13 -3.36 -1.69 -0.085
C -7.66 -4.41 -0.95 -0.075
C -8.52 -5.32 -1.55 -0.077
C -8.87 -5.17 -2.89 -0.079
H -8.60 -4.01 -4.68 0.103
H -7.05 -2.39 -3.61 0.084
H -6.46 -2.64 -1.22 0.066
H -7.39 -4.52 0.10 0.105
H -8.93 -6.15 -0.98 0.093
H -9.54 -5.88 -3.36 0.108
C 5.15 1.34 3.57 -0.087
C 5.88 2.15 2.70 -0.089
C 5.23 2.80 1.66 -0.097
C 3.86 2.65 1.49 -0.115
C 3.13 1.84 2.36 -0.107
C 3.78 1.18 3.40 -0.099
H 5.65 0.82 4.39 0.101
H 6.95 2.27 2.84 0.098
H 5.80 3.43 0.98 0.102
H 3.35 3.17 0.67 0.094
H 2.06 1.73 2.23 0.097
H 3.21 0.55 4.07 0.100
C 7.59 5.50 2.97 -0.097
C 7.41 6.83 2.62 -0.105
C 8.52 7.65 2.40 -0.104
C 9.80 7.13 2.53 -0.090
C 9.98 5.80 2.88 -0.092
C 8.88 4.98 3.10 -0.095
H 6.73 4.86 3.14 0.083
H 6.41 7.24 2.51 0.103
H 8.37 8.69 2.13 0.103
H 10.66 7.77 2.35 0.103
H 10.98 5.39 2.98 0.102
H 9.02 3.94 3.38 0.095
C -9.96 -8.23 1.53 -0.102
C -10.58 -9.43 1.89 -0.094
C -9.81 -10.51 2.32 -0.092
C -8.42 -10.39 2.38 -0.094
C -7.80 -9.20 2.02 -0.098
C -8.57 -8.12 1.59 -0.106
H -10.56 -7.39 1.20 0.098
H -11.66 -9.51 1.85 0.102
H -10.29 -11.44 2.60 0.103
H -7.82 -11.24 2.72 0.102
H -6.72 -9.11 2.08 0.099
H -8.09 -7.19 1.30 0.085
C 4.96 -2.45 4.15 -0.096
C 4.35 -3.64 4.53 -0.098
C 5.13 -4.71 4.96 -0.096
C 6.51 -4.59 5.01 -0.093
C 7.13 -3.40 4.63 -0.092
C 6.35 -2.33 4.20 -0.096
H 4.36 -1.61 3.82 0.076
H 3.27 -3.73 4.50 0.098
H 4.65 -5.64 5.25 0.101
H 7.12 -5.43 5.35 0.102
H 8.21 -3.31 4.67 0.102
H 6.83 -1.40 3.90 0.091
C 5.21 7.23 -0.99 -0.098
C 6.40 7.95 -0.86 -0.091
C 6.60 9.09 -1.63 -0.088
C 5.62 9.53 -2.51 -0.094
C 4.43 8.81 -2.63 -0.100
C 4.23 7.66 -1.88 -0.104
H 5.06 6.33 -0.40 0.091
H 7.17 7.61 -0.17 0.084
H 7.53 9.65 -1.53 0.103
H 5.78 10.43 -3.10 0.102
H 3.66 9.15 -3.32 0.099
H 3.31 7.10 -1.98 0.094

---

# 2
41
Properties=species:S:1:pos:R:3:lowdin_charge:R:1 method="wB97M-V/def2-TZVPD" lumo_energy_ev="-9.35 / -9.36" total_energy_ev=-35466.40335 spin_multiplicity=1 homo_lumo_gap_ev="5.9 / 5.8" homo_ev="-15.20 / -15.20" total_charge=+2
Os -0.04 -0.14 -0.05 1.758
O -1.38 -1.68 0.10 -0.204
C -2.49 -1.87 1.10 -0.106
C -2.96 -0.51 1.50 -0.147
C -3.30 0.33 0.25 -0.103
C -2.57 1.62 0.22 -0.226
C -3.21 2.85 0.20 0.039
C -2.48 4.02 0.06 0.026
C -1.09 3.94 -0.05 -0.001
C -0.50 2.71 0.00 -0.082
N -1.21 1.56 0.15 -0.067
H -0.96 -2.53 -0.09 0.137
H -2.09 -2.44 1.94 0.143
H -3.26 -2.45 0.61 0.149
H -2.18 -0.03 2.10 0.098
H -3.83 -0.59 2.15 0.145
H -4.37 0.48 0.17 0.139
H -3.01 -0.20 -0.66 0.125
H -4.29 2.88 0.27 0.140
H -2.98 4.98 0.03 0.139
H -0.48 4.83 -0.18 0.135
H 0.57 2.60 -0.08 0.123
O 0.06 -0.25 1.98 -0.215
N 1.22 -0.21 2.55 0.123
N 2.13 -0.04 1.68 -0.112
O 1.76 0.04 0.40 -0.179
C 3.52 0.06 2.03 -0.167
C 3.90 -0.09 3.36 0.003
C 5.24 0.04 3.66 -0.031
C 6.17 0.28 2.65 -0.027
C 5.77 0.41 1.33 -0.034
C 4.43 0.28 1.00 0.002
H 3.17 -0.30 4.13 0.121
H 5.57 -0.06 4.69 0.126
H 7.22 0.38 2.91 0.126
H 6.50 0.60 0.56 0.125
H 4.10 0.36 -0.02 0.118
O 0.79 -1.72 -1.15 -0.092
N 0.62 -1.11 -2.29 -0.435
O 0.93 -1.50 -3.33 0.287
O 0.03 0.05 -2.06 -0.102